# 1
21
Properties=species:S:1:pos:R:3 method="wB97M-V/def2-TZVPD" homo_ev=-8.740 gap_ev=9.53 de_lowest_kj_mol=94.52 smiles=NCN[C@H](CN)CS
N -2.66208 1.07498 -0.15106
C -1.82180 0.27850 -1.08625
N -0.98004 -0.63664 -0.29004
C 0.41586 -0.23954 -0.02155
C 1.17110 -1.52987 0.33597
N 2.64705 -1.41980 0.40429
C 0.32383 0.87787 1.04560
S 1.94429 1.71108 1.33098
H -3.14405 1.81769 -0.66347
H -3.43437 0.46798 0.09247
H -2.46699 -0.42158 -1.62157
H -1.26475 0.96072 -1.72973
H -0.93670 -1.49097 -0.82966
H 0.88382 0.19531 -0.92551
H 0.86449 -1.81050 1.34582
H 0.91790 -2.30723 -0.38130
H 3.03269 -1.44618 -0.52822
H 2.83956 -0.50971 0.80633
H 0.02992 0.45449 2.00254
H -0.37926 1.63407 0.72917
H 2.01955 2.33932 0.13521

# 2
21
Properties=species:S:1:pos:R:3 method="wB97M-V/def2-TZVPD" homo_ev=-10.642 charge=+1 gap_ev=4.31 de_lowest_kj_mol=601.21
C 0.02121 -1.99081 -3.49800
C -0.70155 1.90733 1.51235
C -0.03769 0.49325 3.38855
C 1.01448 0.18748 1.14716
N 0.33132 -1.34763 -4.61540
N -0.90657 -0.42066 -0.07337
N 0.35988 -0.42498 0.04408
N 0.32103 1.08459 2.03863
H 0.50952 -2.00891 -2.58845
H -0.22369 2.63855 0.81168
H -1.46954 1.23545 0.97287
H -1.19277 2.42970 2.39336
H 0.92851 0.02591 3.82284
H -0.23877 1.44121 4.01068
H -0.92260 -0.08444 3.31887
H 1.77500 0.73818 0.46701
H 1.43220 -0.63381 1.81017
H 1.11284 -0.74990 -4.65652
H -1.11846 -0.58320 -1.08440
H -0.88434 -2.53792 -3.68525
H -0.11001 -1.39941 -5.53687

# 3
21
Properties=species:S:1:pos:R:3 method="wB97M-V/def2-TZVPD" homo_ev="-18.254 / -18.239" spin_multiplicity=2 charge=+2 gap_ev="10.13 / 5.48" de_lowest_kj_mol=90.98
C 0.17400 0.19868 2.23959
N -2.45664 0.29273 1.56512
C -1.63600 -0.69182 1.06205
N -0.36117 -0.75419 1.23987
H 0.05037 1.28950 1.84392
H 1.27177 0.00291 2.46857
H -0.37522 0.11297 3.24241
H -3.43473 0.18904 1.62840
H -2.10217 0.96440 2.24425
H -2.21024 -1.41048 0.47611
C 0.62969 -1.57592 -2.09357
N 0.91220 -0.40055 -1.24473
C 1.30582 0.73427 -1.78301
N 1.53072 1.89174 -1.10057
H -0.27962 -2.05664 -1.70883
H 1.50552 -2.20643 -2.10943
H 0.46345 -1.21287 -3.10569
H 0.56930 -0.35561 -0.20638
H 1.43892 0.81505 -2.84495
H 1.23867 1.95020 -0.11602
H 1.64712 2.71849 -1.58052

# 4
22
Properties=species:S:1:pos:R:3 method="wB97M-V/def2-TZVPD" homo_ev=-13.552 charge=+1 gap_ev=10.58 de_lowest_kj_mol=96.39
C 0.16088 -2.97818 -2.55165
C 0.53291 -1.61633 -0.58195
N 0.21533 -1.44520 0.71173
N -0.38001 -2.15904 -1.42942
N 1.79736 -1.40538 -0.91014
H -0.72829 -1.78254 0.86909
H 0.23979 -0.46365 1.02913
H -1.05307 -1.47686 -1.78201
H 2.07609 -1.27439 -1.87074
H 2.53442 -1.49953 -0.22673
H 0.47798 -2.36954 -3.39746
H -0.61988 -3.64738 -2.89517
H 0.96527 -3.56946 -2.13973
C 0.32556 3.42306 1.48580
C -0.60741 2.29974 1.23023
O -0.25303 1.25702 0.66879
N -1.87482 2.45344 1.64146
H 0.85831 3.76108 0.59309
H 1.14963 3.07878 2.09730
H -2.58521 1.77202 1.43701
H -2.20483 3.28923 2.09772
H -0.12328 4.31989 1.90916

# 5
19
Properties=species:S:1:pos:R:3 method="wB97M-V/def2-TZVPD" homo_ev=-9.184 gap_ev=9.91 de_lowest_kj_mol=177.49 smiles=CCCCN.O
C 0.30211 -1.80158 -0.38219
C 1.23383 -0.62056 0.03583
C 0.84685 0.11489 1.27781
C -0.48682 0.88266 1.14317
N -1.64593 0.02166 1.67690
H 0.69516 -2.23320 -1.45436
H -0.60027 -1.30371 -0.65627
H 0.31916 -2.65714 0.40109
H 2.17406 -1.08990 0.17508
H 1.23223 -0.11728 -0.96710
H 0.71672 -0.68806 2.10643
H 1.63585 0.84209 1.56446
H -0.56276 0.95730 0.13153
H -0.63930 1.81698 1.73483
H -2.53206 0.66246 1.73527
H -1.41456 -0.25382 2.69804
O -0.11734 1.12136 -3.17342
H 0.42405 1.70987 -3.73862
H -0.36385 1.77942 -2.52903

# 6
19
Properties=species:S:1:pos:R:3 method="wB97M-V/def2-TZVPD" homo_ev=-8.430 gap_ev=9.30 de_lowest_kj_mol=101.15 smiles=CCN(C)C.O
C 0.03094 1.88914 -0.66392
C 1.18795 1.00851 -0.17573
N 0.74105 -0.44504 -0.17411
C 1.86851 -1.28194 -0.19348
C -0.15212 -0.68056 0.95154
H -0.67872 1.97371 0.17622
H -0.47451 1.37959 -1.50147
H 0.31385 2.90446 -0.98904
H 1.94627 1.08549 -0.97852
H 1.67635 1.29070 0.77678
H 2.45041 -0.94611 -1.06825
H 1.58078 -2.33579 -0.34585
H 2.51019 -1.21830 0.70140
H -1.05248 -0.04672 1.01634
H 0.48383 -0.47923 1.82997
H -0.46385 -1.73827 0.97789
O -3.95277 -0.55177 0.20991
H -4.46816 -0.37219 -0.60885
H -3.54758 -1.43570 0.05909